# 1
C5H4N2O2 | ωB97M-V/def2-TZVPD

Calculated values
Gap between HOMO and LUMO = 10.13 eV
LUMO = -0.193 eV
Energy above the lowest of the compared OMol25 structures with the same formula, charge and spin = 160.8 kcal per mole
E_HOMO = -10.3 eV

Cartesian coordinates (Å):
C1 -1.02467 1.09861 -1.28399
C2 -0.82824 -0.14304 -0.29318
C3 0.22212 -1.32278 -0.48228
C4 0.91546 -0.62408 0.67179
C5 0.04455 0.54389 0.70895
H1 -1.50166 1.95892 -1.05210
H2 -1.72846 -0.48787 0.21949
H3 -0.21191 -2.31506 -0.39209
H4 0.67152 -1.39423 -1.58061
N1 1.79811 -0.56109 1.71445
N2 0.28025 1.22074 1.72403
O1 -0.15282 1.38465 -2.23896
O2 1.51575 0.64134 2.28450



# 2
C6H9Al2BrCl3F2IMgNNaO15PS3 | ωB97M-V/def2-TZVPD

Calculated values
Gap between HOMO and LUMO = 2.12 eV
LUMO = -8.411 eV
Charge = +1
E_HOMO = -10.5 eV

Cartesian coordinates (Å):
C1 -1.19560 -1.49188 0.40161
C2 -0.87988 -0.69086 -1.03229
S1 0.85662 0.06485 -1.03043
O1 1.06203 1.16974 0.03354
O2 1.81815 -1.12356 -0.63599
N1 1.32410 0.52731 -2.65535
S2 0.15546 1.58967 -3.39942
O3 -0.97004 0.87862 -4.18865
O4 -0.48166 2.63148 -2.44940
I1 1.42851 2.89874 -5.06198
H1 -1.27228 -0.72879 1.29864
H2 -2.21066 -2.09833 0.29757
H3 -0.33132 -2.24497 0.69108
H4 -0.84688 -1.54608 -1.85916
H5 -1.72988 0.07058 -1.29717
Al1 1.41367 5.32562 -3.77396
F1 4.02280 4.67761 -2.81467
O5 1.00842 -2.75502 3.23728
S3 0.40378 -4.02607 2.79862
O6 -0.84211 -3.74887 2.06099
O7 0.10225 -4.85930 3.97689
O8 1.34685 -4.74100 1.91939
Mg1 -3.24432 -0.19427 -1.79949
C3 4.04113 1.97144 1.36657
C4 4.74912 3.22077 0.96701
O9 5.19752 3.75199 2.19323
C5 5.38288 2.67071 3.00141
O10 6.01963 2.69481 4.04153
O11 4.77430 1.55273 2.50019
F2 3.89110 4.10380 0.40869
H6 2.99907 2.14825 1.65334
H7 4.06470 1.21080 0.58155
H8 5.60366 3.05911 0.30132
O12 -7.70636 2.71356 0.57106
P1 -6.39493 2.68567 -0.23109
O13 -5.83569 1.25361 -0.24938
O14 -5.37249 3.62735 0.42639
O15 -6.66488 3.14893 -1.67212
Na1 -5.38952 5.14424 -1.03668
C6 -3.16342 -6.50963 1.09497
Cl1 -3.34002 -5.86186 2.73473
Cl2 -3.41166 -5.23281 -0.10836
Cl3 -1.57004 -7.25674 0.88949
H9 -3.92601 -7.27785 0.94421
Al2 1.27756 -0.84341 -4.58886
Br1 3.83633 -1.56070 -0.50686



# 3
C11H15NO | ωB97M-V/def2-TZVPD

Calculated values
Gap between HOMO and LUMO = 8.58 eV
SMILES = Cc1c[nH]c2ccccc12.CCO
LUMO = 0.666 eV
Energy above the lowest of the compared OMol25 structures with the same formula, charge and spin = 39.3 kcal per mole
E_HOMO = -7.9 eV

Cartesian coordinates (Å):
C1 1.40268 -1.38608 -3.26636
C2 1.39687 -0.34334 -2.21231
C3 2.29197 -0.14874 -1.20237
N1 1.85815 0.87730 -0.28838
C4 0.70833 1.37903 -0.82515
C5 -0.39703 2.05574 -0.20980
C6 -1.48330 2.19545 -1.01860
C7 -1.65178 1.80497 -2.35321
C8 -0.60186 1.08665 -2.93140
C9 0.41954 0.69353 -2.02997
H1 2.47610 -1.79674 -3.38728
H2 0.82871 -0.97408 -4.10124
H3 0.68259 -2.17721 -2.95328
H4 3.15663 -0.73687 -0.78404
H5 2.30265 1.05960 0.61018
H6 -0.36131 2.57960 0.75698
H7 -2.25775 2.85693 -0.59346
H8 -2.45537 2.07627 -3.01818
H9 -0.68215 0.87242 -3.97681
C10 -0.44522 -2.01101 4.17612
C11 -1.50666 -1.03584 3.64137
O1 -0.91279 0.22497 3.33137
H10 -0.16323 -2.03817 5.22605
H11 0.53117 -1.98628 3.65923
H12 -0.73639 -3.07496 4.10346
H13 -1.86874 -1.38676 2.62533
H14 -2.19178 -0.81123 4.46964
H15 -0.34002 0.14486 2.55210



# 4
C49H77BrI3N2O35P2 | ωB97M-V/def2-TZVPD

Calculated values
Gap between HOMO and LUMO = 8.14 eV
LUMO = -3.290 eV
Charge = +1
E_HOMO = -11.4 eV

Cartesian coordinates (Å):
C1 -3.20856 -2.87325 0.27985
C2 -2.18453 -1.79843 0.66750
C3 -2.30327 -1.36519 2.13289
C4 -0.99240 -1.40437 2.93113
C5 0.08141 -0.69624 2.12738
C6 1.30632 -0.27851 2.96739
C7 1.62998 1.21279 2.88615
C8 2.59136 1.51960 1.74367
C9 1.88333 1.51259 0.37946
C10 0.88649 2.67237 0.42512
C11 0.22823 2.87381 -0.92566
Br1 -1.29651 1.70655 -1.26077
C12 1.22051 2.95114 -2.06613
I1 2.15425 4.91078 -1.79107
N1 2.23548 1.82309 -2.11914
P1 1.43698 0.37442 -2.83535
O1 0.88534 -0.52832 -1.84452
P2 3.50795 2.51816 -3.37231
N2 2.55081 3.15982 -4.67047
O2 4.37359 1.38349 -4.17880
C13 2.89069 1.56400 -0.76299
C14 3.94024 0.41537 -0.65278
I2 5.71568 1.26297 0.31227
C15 3.38456 -0.84567 0.10707
C16 4.26231 -1.35324 1.24687
I3 3.37182 -2.65651 -1.13918
H1 -3.16584 -2.95302 -0.79661
H2 -4.19941 -2.64118 0.62050
H3 -2.84688 -3.81262 0.66723
H4 -1.21821 -2.19598 0.39770
H5 -2.36178 -0.94221 0.03135
H6 -3.07946 -1.95447 2.60010
H7 -2.64488 -0.33901 2.17389
H8 -0.75191 -2.42677 3.15644
H9 -1.17107 -0.86925 3.84981
H10 0.43894 -1.41504 1.40091
H11 -0.28902 0.15785 1.57566
H12 1.08932 -0.48556 4.00604
H13 2.18311 -0.85659 2.71070
H14 2.17925 1.43616 3.79059
H15 0.75230 1.83764 2.91789
H16 3.37972 0.79090 1.80836
H17 3.00614 2.50691 1.90430
H18 1.29397 0.61055 0.37047
H19 1.29548 3.58776 0.81997
H20 0.08799 2.39635 1.08429
H21 -0.20978 3.85251 -0.88598
H22 0.63563 2.95418 -2.96342
H23 0.38084 0.86836 -3.63191
H24 2.31606 -0.33976 -3.67104
H25 3.12370 3.10589 -5.50017
H26 1.73561 2.58846 -4.85674
H27 3.83447 1.06025 -4.91178
H28 3.45008 2.47657 -0.60772
H29 4.36704 0.09532 -1.58275
H30 2.36239 -0.76604 0.42164
H31 3.76029 -2.23762 1.61340
H32 5.21872 -1.69282 0.90059
H33 4.30794 -0.66769 2.07709
C17 4.38289 -6.39446 -3.04225
C18 5.33507 -5.83551 -2.01452
O3 5.59240 -6.97967 -1.18801
C19 5.35823 -8.08682 -1.92144
O4 5.63378 -9.18452 -1.58131
O5 4.76383 -7.77837 -3.09387
H34 4.48428 -5.93259 -4.00418
H35 3.33855 -6.32966 -2.72291
H36 6.27815 -5.49399 -2.44693
H37 4.89853 -5.03267 -1.42949
C20 -1.08902 7.10980 0.13320
C21 -1.54178 7.61140 1.48534
O6 -2.03150 6.41430 2.11260
C22 -1.43044 5.36721 1.53154
O7 -1.48564 4.25147 1.91804
O8 -0.73941 5.74583 0.42186
H38 -0.23537 7.65779 -0.25724
H39 -1.88651 7.11997 -0.61267
H40 -0.72437 8.01179 2.08273
H41 -2.32639 8.35996 1.41198
C23 -8.09370 -1.15201 -1.61703
C24 -7.09334 -0.84030 -0.53591
O9 -6.64148 -2.14511 -0.13953
C25 -6.85382 -2.98704 -1.18514
O10 -6.44214 -4.09072 -1.24782
O11 -7.59863 -2.39106 -2.14539
H42 -8.13341 -0.39100 -2.38358
H43 -9.09881 -1.31232 -1.22155
H44 -6.23855 -0.26857 -0.90598
H45 -7.53598 -0.31302 0.30253
C26 1.60116 -6.98318 0.27152
C27 1.07674 -6.78632 1.67382
O12 2.22371 -6.26917 2.35936
C28 3.03770 -5.69822 1.44467
O13 3.97939 -5.03955 1.71377
O14 2.62662 -5.98131 0.18098
H46 0.84120 -6.82907 -0.48961
H47 2.05487 -7.96504 0.12682
H48 0.27364 -6.04843 1.72184
H49 0.73553 -7.71026 2.13126
C29 1.01008 10.94282 5.55608
C30 0.84676 11.40875 4.12996
O15 0.79444 10.16640 3.40883
C31 0.38246 9.20920 4.26621
O16 0.07720 8.11128 3.93625
O17 0.36174 9.65869 5.53330
H50 0.53790 11.60497 6.27525
H51 2.05590 10.80510 5.83461
H52 -0.08637 11.95027 3.96609
H53 1.67710 12.02055 3.79078
C32 -11.88230 1.74358 -4.24015
C33 -10.95825 1.33715 -5.36536
O18 -9.66589 1.64240 -4.82401
C34 -9.76732 1.62963 -3.47636
O19 -8.84698 1.67711 -2.73681
O20 -11.05700 1.55195 -3.08403
H54 -12.77699 1.13072 -4.18360
H55 -12.17439 2.79348 -4.29466
H56 -11.00624 0.26915 -5.58298
H57 -11.13609 1.89242 -6.28163
C35 -0.28022 -5.70728 4.83960
C36 -0.40570 -5.83457 6.34077
O21 -0.45231 -4.46639 6.76151
C37 -0.89296 -3.72238 5.72038
O22 -1.19875 -2.58727 5.79497
O23 -0.93690 -4.46022 4.58218
H58 -0.76515 -6.51820 4.30340
H59 0.75816 -5.63421 4.51013
H60 -1.33004 -6.32866 6.64397
H61 0.43570 -6.35095 6.79375
C38 -7.60550 2.65139 4.04087
C39 -7.75291 3.05340 2.59038
O24 -7.83958 1.78621 1.92946
C40 -8.28112 0.87491 2.83233
O25 -8.61358 -0.22211 2.56127
O26 -8.28751 1.39298 4.08131
H62 -8.06130 3.36068 4.72571
H63 -6.56440 2.49782 4.32999
H64 -8.67016 3.61356 2.40110
H65 -6.90670 3.62614 2.22129
C41 5.27579 0.63219 -9.05090
C42 4.87580 1.11417 -7.67577
O27 4.38148 -0.08712 -7.05690
C43 4.95490 -1.13634 -7.69873
O28 4.88619 -2.24307 -7.32833
O29 5.60600 -0.73755 -8.80501
H66 6.12677 1.16974 -9.45761
H67 4.45433 0.67470 -9.76724
H68 5.72397 1.48515 -7.09683
H69 4.10439 1.88129 -7.70748
C44 4.30029 -12.40236 -1.99272
C45 3.96353 -12.26934 -3.45796
O30 2.97387 -13.29071 -3.63944
C46 2.40196 -13.53642 -2.43437
O31 1.44241 -14.20041 -2.27499
O32 3.07939 -12.91388 -1.43995
H70 4.56802 -11.45476 -1.53617
H71 5.09931 -13.12349 -1.81079
H72 3.52186 -11.30067 -3.69953
H73 4.81892 -12.43758 -4.10579
C47 4.98213 8.54181 2.02935
C48 4.88596 8.33466 3.52405
O33 4.82164 9.67855 4.01347
C49 4.34970 10.46353 3.01767
O34 4.02478 11.58835 3.15679
O35 4.29776 9.78675 1.84676
H74 4.50264 7.74940 1.46082
H75 6.01215 8.65200 1.68607
H76 3.97587 7.80749 3.81725
H77 5.74464 7.81265 3.93630